This record from the OMol25 dataset describes a molecular structure, C10H14AsBaF6N8S. The level of theory is wB97M-V/def2-TZVPD.

Structure (XYZ):
```
41
Properties=species:S:1:pos:R:3
N 2.313 -4.544 -0.277
C -1.327 -5.530 -2.199
H -3.116 -4.598 -2.961
H -1.682 -6.544 -2.321
C -2.954 8.029 2.072
H -3.224 9.055 1.845
Ba 0.541 -0.328 -1.435
H -3.865 7.433 2.129
F -1.896 2.451 1.314
F 0.218 -0.341 1.205
As -0.872 1.055 1.394
C -1.627 -3.175 -2.378
N -2.098 7.531 0.995
H 3.735 -5.909 1.211
H 5.002 -4.736 1.465
N 2.174 -2.421 -1.284
N -0.408 -2.925 -1.897
F -1.647 0.411 -0.083
N -2.059 5.342 1.729
H -1.910 4.356 1.535
H -2.425 5.586 2.638
N 4.128 -4.999 1.042
C -0.064 -5.285 -1.677
H 0.592 -6.085 -1.370
H -2.428 8.008 3.027
H 4.678 -0.651 -0.472
H 3.955 -0.682 -1.965
C -1.772 6.264 0.837
N 3.820 -0.849 -0.974
C 1.702 -3.651 -1.007
F 0.228 1.855 0.241
C 0.357 -3.974 -1.555
F -1.942 0.176 2.357
H -1.713 8.191 0.337
N 4.046 -2.929 0.068
C -2.124 -4.456 -2.555
C 3.490 -4.143 0.262
H -2.241 -2.317 -2.632
F 0.026 1.663 2.694
C 3.360 -2.140 -0.718
S -0.968 5.807 -0.636
```

Values from the calculation:
**Spin multiplicity**: 2
**E_LUMO (alpha / beta)**: -0.1982 / -0.3221 Eh
**Charge**: +2
**Gap between HOMO and LUMO (alpha / beta)**: 0.348 / 0.224 Ha
**Calculated total energy**: -111184.548 eV
**Highest occupied orbital energy (alpha / beta)**: -0.54576 / -0.54576 hartree

---

This record from the OMol25 dataset describes C2H3N3O in the gas phase at a distorted geometry. The level of theory is wB97M-V/def2-TZVPD.

Structure (XYZ):
```
9
Properties=species:S:1:pos:R:3
N 0.808 -0.972 0.655
H -1.821 -0.784 0.594
H -1.616 0.967 0.461
C -1.330 0.010 0.020
C 0.164 -0.063 0.028
N 0.981 0.866 -0.655
H -1.658 -0.075 -1.017
N 2.174 0.533 -0.447
O 2.255 -0.535 0.310
```

Values from the calculation:
**E_LUMO**: 0.0108 Eh
**Gap between HOMO and LUMO**: 0.443 Ha
**SMILES string**: Cc1nnon1
**Calculated total energy**: -8637.498 eV
**Highest occupied orbital energy**: -0.43196 hartree

---

This record from the OMol25 dataset describes a molecular structure, C16H27N4OPdS2 at a distorted geometry. The level of theory is wB97M-V/def2-TZVPD.

Structure (XYZ):
```
51
Properties=species:S:1:pos:R:3
C 6.154 -0.702 1.048
H 1.005 -2.753 -1.302
C -1.665 -4.690 -0.559
H 5.881 -1.480 1.763
H 3.941 1.119 1.254
C 5.003 -0.411 0.090
C 2.746 1.578 -1.257
C -2.029 2.030 1.142
H 3.537 -0.546 1.687
H 0.841 1.032 -4.144
N -2.124 -0.138 0.649
H -3.446 -3.897 0.351
C -3.840 3.247 2.283
H -4.691 -2.093 0.437
H -2.035 -5.705 -0.604
O 2.297 -1.073 -1.012
H 3.800 1.808 -1.116
C -1.963 -2.391 0.024
H 2.161 2.424 -0.888
C 0.967 1.237 -3.081
C 2.444 1.272 -2.721
S 2.312 0.166 -0.175
C -2.457 -3.681 -0.024
C -4.959 3.377 1.263
H -5.925 3.395 1.766
Pd -0.325 -0.052 -0.147
C -2.734 -1.275 0.600
S -0.438 2.138 0.394
H 0.469 2.182 -2.856
H -3.816 4.110 2.947
N -2.744 0.935 1.204
C 3.795 0.112 0.855
H -4.947 2.534 0.573
H -3.978 2.360 2.901
H -4.095 -1.955 2.094
N -0.725 -2.094 -0.439
C -4.118 -1.465 1.118
N -2.520 3.155 1.660
H 5.321 0.320 -0.657
H 6.439 0.187 1.613
H 7.030 -1.044 0.500
H -1.944 3.978 1.609
H -4.609 -0.504 1.230
H -4.858 4.297 0.687
H 2.929 2.051 -3.311
H 0.243 -5.124 -1.457
H 0.408 0.446 -2.563
H 4.718 -1.315 -0.449
C 0.029 -3.059 -0.956
C -0.408 -4.374 -1.032
H 2.921 0.331 -2.994
```

Values from the calculation:
**E_LUMO**: -0.1441 Eh
**Charge**: +1
**Gap between HOMO and LUMO**: 0.270 Ha
**Calculated total energy**: -50182.774 eV
**Highest occupied orbital energy**: -0.41459 hartree

---

This record from the OMol25 dataset describes C2H4N3OP in the gas phase at a distorted geometry. The level of theory is wB97M-V/def2-TZVPD.

Structure (XYZ):
```
11
Properties=species:S:1:pos:R:3
H -0.327 1.829 -1.009
H -1.276 -1.410 -0.311
C 0.864 -0.390 -0.471
C -0.562 -0.598 -0.008
O 1.412 -0.646 -1.521
N 0.641 0.008 1.675
H -1.086 0.460 -2.128
P -1.468 0.953 -0.970
N -0.577 -0.363 1.376
N 1.478 0.010 0.695
H 0.903 0.146 2.671
```

Values from the calculation:
**E_LUMO (alpha / beta)**: -0.0292 / -0.0292 Eh
**Gap between HOMO and LUMO (alpha / beta)**: 0.307 / 0.307 Ha
**Calculated total energy**: -17942.127 eV
**Highest occupied orbital energy (alpha / beta)**: -0.33671 / -0.33668 hartree

---

This record from the OMol25 dataset describes C5H6O in the gas phase at a distorted geometry. The level of theory is wB97M-V/def2-TZVPD.

Structure (XYZ):
```
12
Properties=species:S:1:pos:R:3
H 1.992 -0.383 0.157
C -0.003 -1.127 0.207
C 0.445 1.098 -0.435
C 1.082 -0.285 -0.447
H 0.250 -2.042 0.733
C -0.808 1.065 0.012
H -1.623 1.769 -0.131
H 1.326 -0.576 -1.477
H -1.287 -0.121 1.780
O -1.307 -1.197 -0.338
H 0.923 1.997 -0.784
C -0.990 -0.199 0.722
```

Values from the calculation:
**E_LUMO**: 0.0413 Eh
**Gap between HOMO and LUMO**: 0.377 Ha
**SMILES string**: C1=C[C@H]2O[C@H]2C1
**Calculated total energy**: -7327.114 eV
**Highest occupied orbital energy**: -0.33603 hartree

---

This record from the OMol25 dataset describes a gas-phase ion, C10H16FN2S (charge +1) at a distorted geometry. The level of theory is wB97M-V/def2-TZVPD.

Structure (XYZ):
```
30
Properties=species:S:1:pos:R:3
C 2.987 -0.873 -1.132
H 4.738 -0.601 0.132
H -2.523 -0.195 2.570
S 1.096 2.737 0.440
N -1.938 0.341 -0.167
H -2.023 -1.865 2.351
H -3.418 -1.255 1.479
H -2.721 2.230 0.200
C 2.103 1.553 0.415
H -3.750 1.169 -0.775
C -1.160 0.759 -1.301
H -0.472 1.570 -1.019
H 1.390 -2.336 -1.524
C -3.074 1.202 0.080
C 3.465 1.096 0.495
H 4.089 1.687 -0.187
H 2.927 -0.027 -1.822
H -0.211 -1.914 1.356
F 3.185 -1.135 1.238
H 3.610 -1.637 -1.596
C -1.533 -0.584 0.710
H -3.626 0.920 0.967
C 0.758 -0.967 -0.070
H -0.588 -0.065 -1.716
H -1.834 1.138 -2.068
H 3.838 1.276 1.513
C -2.424 -0.995 1.837
N -0.359 -1.221 0.622
C 3.661 -0.400 0.174
C 1.616 -1.461 -0.913
```

Values from the calculation:
**E_LUMO (alpha / beta)**: -0.1402 / -0.1188 Eh
**Charge**: +1
**Gap between HOMO and LUMO (alpha / beta)**: 0.241 / 0.289 Ha
**Calculated total energy**: -27151.814 eV
**Highest occupied orbital energy (alpha / beta)**: -0.38098 / -0.40742 hartree

---

Question: calculated total energy of number 2 (C2H3N3O)?
Answer: -8637.498 eV

---

Question: Number 4 is which compound?
Answer: C2H4N3OP